Entry 1:
Below is a cluster of 11 separate species, C39H90NO30P5S5 in total at a distorted geometry, with properties calculated with wB97M-V/def2-TZVPD.

The calculation puts the orbital gap at 8.221 eV. The molecular weight is 1368.3 g mol⁻¹. As for the SMILES: COP(=O)(OC)OC.COP(=O)(OC)OC.COP(=O)(OC)OC.COP(=O)(OC)OC.COP(=O)(OC)OC.O=S1(=O)CCCC1.O=S1(=O)CCCC1.O=S1(=O)CCCC1.O=S1(=O)CCCC1.O=S1(=O)CCCC1.c1cc[nH]c1. The value obtained for the highest occupied orbital energy is -8.3 eV.

Each line ends with the Löwdin charge.
Cartesian coordinates (Å):
C: -6.443 6.661 3.931  -0.079
O: -5.897 6.168 2.666  -0.252
P: -5.285 7.267 1.646  0.482
O: -4.416 8.221 2.458  -0.267
O: -4.473 6.341 0.648  -0.232
C: -3.496 6.876 -0.268  -0.072
O: -6.669 7.724 0.844  -0.234
C: -7.505 6.721 0.253  -0.119
H: -5.900 6.078 4.675  0.085
H: -7.473 6.310 3.996  0.081
H: -6.370 7.733 4.117  0.086
H: -2.598 6.279 -0.110  0.096
H: -3.488 7.963 -0.197  0.087
H: -3.777 6.748 -1.313  0.082
H: -8.415 6.421 0.773  0.087
H: -7.000 5.785 0.012  0.082
H: -7.843 7.125 -0.701  0.086
C: 6.320 6.270 7.566  -0.067
O: 4.958 5.748 7.369  -0.236
P: 3.904 6.627 6.495  0.496
O: 3.821 8.089 6.750  -0.258
O: 4.396 6.409 4.921  -0.258
C: 5.558 7.086 4.379  -0.101
O: 2.501 5.793 6.616  -0.217
C: 1.296 6.287 6.070  -0.123
H: 6.768 5.918 8.495  0.086
H: 6.257 7.357 7.619  0.083
H: 6.945 5.899 6.753  0.081
H: 5.922 7.912 4.990  0.078
H: 5.275 7.523 3.421  0.088
H: 6.360 6.350 4.328  0.081
H: 1.405 6.865 5.152  0.093
H: 0.928 7.062 6.741  0.082
H: 0.420 5.638 6.099  0.091
C: -2.990 1.703 -2.967  -0.115
O: -1.979 1.777 -1.994  -0.245
P: -0.988 0.510 -1.590  0.477
O: -0.122 0.041 -2.708  -0.251
O: -0.115 1.049 -0.310  -0.211
C: -0.730 1.085 1.008  -0.103
O: -1.997 -0.595 -0.989  -0.239
C: -1.503 -1.928 -0.703  -0.084
H: -2.512 1.041 -3.689  0.081
H: -3.050 2.711 -3.378  0.093
H: -3.949 1.262 -2.693  0.090
H: -0.407 0.210 1.573  0.081
H: -1.816 1.135 1.095  0.088
H: -0.384 1.875 1.674  0.083
H: -1.377 -2.170 0.352  0.082
H: -0.475 -2.068 -1.038  0.085
H: -2.190 -2.662 -1.123  0.090
C: -12.199 -2.707 1.605  -0.087
O: -11.624 -1.527 2.201  -0.231
P: -11.403 -0.260 1.251  0.462
O: -12.543 0.332 0.454  -0.253
O: -10.638 0.832 2.176  -0.210
C: -11.282 1.316 3.319  -0.140
O: -10.111 -0.719 0.363  -0.226
C: -9.034 -1.426 0.986  -0.110
H: -12.707 -2.574 0.650  0.092
H: -13.026 -3.040 2.231  0.088
H: -11.441 -3.490 1.579  0.090
H: -11.110 2.385 3.443  0.088
H: -10.768 0.886 4.178  0.087
H: -12.345 1.150 3.493  0.093
H: -9.041 -1.382 2.075  0.087
H: -8.099 -1.023 0.597  0.088
H: -9.011 -2.468 0.665  0.083
C: 7.352 3.841 -8.649  -0.141
O: 6.191 3.417 -7.991  -0.206
P: 4.914 2.759 -8.783  0.483
O: 4.787 3.007 -10.246  -0.249
O: 5.042 1.194 -8.364  -0.227
C: 4.209 0.276 -9.053  -0.125
O: 3.679 3.284 -7.867  -0.227
C: 2.330 2.779 -8.017  -0.086
H: 7.381 4.924 -8.772  0.089
H: 7.566 3.526 -9.670  0.084
H: 8.253 3.482 -8.150  0.089
H: 3.537 -0.200 -8.338  0.082
H: 4.942 -0.461 -9.380  0.096
H: 3.521 0.693 -9.789  0.086
H: 2.100 2.717 -9.081  0.079
H: 1.524 3.444 -7.707  0.092
H: 2.255 1.737 -7.709  0.081
O: -1.885 -3.901 -9.042  -0.335
S: -3.088 -3.473 -8.346  0.686
O: -3.383 -2.042 -8.342  -0.345
C: -4.549 -4.494 -8.784  -0.199
C: -4.564 -5.752 -7.880  -0.214
C: -3.512 -5.655 -6.762  -0.210
C: -3.012 -4.169 -6.637  -0.206
H: -4.554 -4.675 -9.859  0.107
H: -5.286 -3.818 -8.351  0.094
H: -5.506 -5.969 -7.377  0.106
H: -4.392 -6.662 -8.456  0.106
H: -2.687 -6.311 -7.040  0.106
H: -3.749 -6.032 -5.767  0.107
H: -2.011 -4.014 -6.235  0.101
H: -3.707 -3.642 -5.983  0.095
O: 1.789 -7.087 -2.688  -0.353
S: 2.936 -7.154 -3.572  0.699
O: 2.748 -7.554 -4.980  -0.346
C: 3.895 -5.584 -3.455  -0.227
C: 5.299 -6.024 -3.586  -0.266
C: 5.495 -7.164 -2.615  -0.190
C: 4.277 -8.211 -2.837  -0.174
H: 3.759 -5.138 -2.470  0.112
H: 3.423 -4.988 -4.235  0.108
H: 5.459 -6.472 -4.567  0.121
H: 6.079 -5.283 -3.411  0.125
H: 5.414 -6.859 -1.572  0.110
H: 6.439 -7.699 -2.711  0.109
H: 3.839 -8.591 -1.914  0.084
H: 4.319 -9.036 -3.548  0.088
O: 9.571 3.633 -2.626  -0.354
S: 8.565 4.118 -1.698  0.714
O: 8.848 4.173 -0.251  -0.352
C: 7.834 5.768 -2.202  -0.193
C: 6.317 5.467 -2.314  -0.214
C: 5.926 4.122 -1.718  -0.239
C: 7.036 3.120 -2.063  -0.206
H: 8.265 6.058 -3.161  0.092
H: 8.192 6.560 -1.544  0.095
H: 5.836 6.309 -1.814  0.110
H: 6.024 5.521 -3.362  0.115
H: 4.988 3.713 -2.095  0.113
H: 5.754 4.050 -0.644  0.112
H: 6.998 2.967 -3.142  0.102
H: 7.147 2.157 -1.566  0.105
O: -0.041 -6.771 4.489  -0.351
S: 0.784 -7.943 4.783  0.721
O: 1.772 -7.948 5.896  -0.364
C: -0.336 -9.353 5.166  -0.217
C: 0.252 -10.459 4.340  -0.237
C: 0.811 -9.845 3.033  -0.212
C: 1.609 -8.535 3.275  -0.205
H: -1.296 -9.084 4.728  0.101
H: -0.413 -9.370 6.253  0.107
H: 1.068 -10.994 4.824  0.117
H: -0.482 -11.230 4.106  0.114
H: 0.018 -9.534 2.352  0.114
H: 1.391 -10.624 2.538  0.111
H: 1.507 -7.740 2.537  0.099
H: 2.682 -8.630 3.439  0.101
O: 6.830 -2.668 4.536  -0.332
S: 5.625 -2.047 4.024  0.707
O: 4.898 -2.764 2.938  -0.371
C: 4.501 -1.731 5.389  -0.232
C: 4.949 -0.403 6.005  -0.217
C: 5.399 0.483 4.852  -0.235
C: 5.905 -0.248 3.609  -0.189
H: 4.483 -2.588 6.061  0.109
H: 3.466 -1.698 5.049  0.107
H: 4.180 0.120 6.575  0.114
H: 5.794 -0.458 6.692  0.114
H: 6.200 1.183 5.087  0.115
H: 4.498 1.013 4.543  0.112
H: 6.928 -0.147 3.248  0.105
H: 5.166 -0.152 2.813  0.091
C: -4.883 0.356 5.818  -0.125
C: -4.450 -0.937 5.597  -0.144
C: -4.339 -1.600 6.825  -0.113
N: -4.834 -0.736 7.843  0.012
C: -5.229 0.422 7.176  -0.139
H: -4.880 1.130 5.065  0.091
H: -4.130 -1.342 4.648  0.089
H: -3.997 -2.584 7.112  0.094
H: -4.872 -0.973 8.824  0.139
H: -5.724 1.210 7.724  0.095

Entry 2:
Below is the molecule C4H7Cl2N at a distorted geometry, with properties calculated with wB97M-V/def2-TZVPD.

The calculation puts the orbital gap (alpha / beta) at 6.537 / 7.700 eV. The value obtained for the relative energy (zero: lowest compared OMol25 entry of this formula, charge and spin) is 0.00 kJ/mol. The molecular weight is 140.0 g mol⁻¹. Its spin multiplicity is 3. The value obtained for the highest occupied orbital energy (alpha / beta) is -5.6 / -10.2 eV. The expectation value of S² is 2.006.

Each line ends with the Löwdin charge.
Cartesian coordinates (Å):
C: -1.759 -0.150 -0.842  -0.459
C: 1.817 0.156 0.824  -0.092
C: -0.707 -0.271 0.266  -0.706
C: 0.690 0.085 -0.260  -0.714
N: -2.901 0.044 -0.358  0.184
Cl: -0.784 -2.054 0.359  0.616
Cl: 0.306 1.668 -1.081  0.597
H: -1.442 -0.051 -1.798  0.064
H: 1.434 0.796 1.600  0.066
H: 1.761 -0.876 1.170  0.055
H: 2.916 0.279 0.478  0.114
H: -0.975 0.136 1.264  0.120
H: 0.897 -0.507 -1.103  0.065
H: -3.743 0.010 -0.893  0.091

Entry 3:
Below is a structure of composition C3H5N5O3P at a distorted geometry, with properties calculated with wB97M-V/def2-TZVPD.

The calculation puts the orbital gap at 9.296 eV. The value obtained for the relative energy (zero: lowest compared OMol25 entry of this formula, charge and spin) is 120.54 kJ/mol. As for the charge: -1. The molecular weight is 190.1 g mol⁻¹. The value obtained for the highest occupied orbital energy is -5.5 eV.

Each line ends with the Löwdin charge.
Cartesian coordinates (Å):
C: -0.046 0.448 2.735  -0.245
C: -1.169 0.316 1.098  -0.227
C: 0.094 -1.404 -0.130  -0.344
N: -1.110 0.958 2.179  0.107
N: 0.525 -0.582 2.084  0.107
N: -0.185 -0.590 0.991  -0.140
N: 0.718 -2.425 -0.235  0.155
N: -0.452 -0.617 -1.542  -0.028
O: 1.274 0.999 -2.687  -0.237
O: -0.984 2.031 -1.686  -0.363
O: 0.918 1.330 -0.124  -0.326
P: 0.142 1.126 -1.375  0.268
H: 0.221 0.729 3.774  0.105
H: -1.719 0.515 0.233  0.090
H: 1.138 -2.908 0.553  0.061
H: 0.727 1.020 -3.471  0.013
H: -0.092 -0.943 -2.398  0.004

Entry 4:
Below is a structure of composition C14H19Cl2Cu2N2O at a distorted geometry, with properties calculated with wB97M-V/def2-TZVPD.

The calculation puts the orbital gap at 7.332 eV. As for the charge: +3. The molecular weight is 429.3 g mol⁻¹. The value obtained for the highest occupied orbital energy is -18.5 eV.

Each line ends with the Löwdin charge.
Cartesian coordinates (Å):
C: 3.090 -3.096 3.834  0.045
N: 2.208 -2.638 2.735  -0.065
C: 1.814 -3.535 1.795  0.090
C: 1.047 -3.073 0.691  0.078
C: 0.726 -1.738 0.606  -0.120
C: 1.138 -0.848 1.653  0.051
C: 2.007 -1.298 2.645  0.030
C: -0.210 -1.198 -0.384  -0.099
C: -1.257 -1.896 -0.948  0.095
C: -1.987 -1.243 -1.961  0.085
N: -1.741 0.047 -2.311  -0.065
C: -0.651 0.662 -1.845  -0.099
C: 0.092 0.118 -0.846  -0.004
C: -2.604 0.640 -3.370  -0.036
H: 3.522 -4.076 3.635  0.118
H: 2.514 -3.010 4.756  0.126
H: 3.988 -2.487 3.946  0.118
H: 2.083 -4.581 1.804  0.164
H: 0.557 -3.754 0.010  0.139
H: 0.969 0.216 1.729  0.113
H: 2.301 -0.682 3.482  0.161
H: -1.339 -2.868 -0.485  0.140
H: -2.840 -1.761 -2.374  0.163
H: -0.361 1.599 -2.298  0.088
H: 0.920 0.706 -0.477  -0.014
H: -3.584 0.170 -3.444  0.131
H: -2.045 0.375 -4.268  0.129
H: -2.529 1.718 -3.223  -0.100
Cu: 2.421 1.689 0.182  0.728
Cu: 1.301 2.134 -1.877  0.689
O: 0.850 2.143 -0.357  -0.498
H: 0.041 2.664 -0.189  -0.006
Cl: -2.570 2.734 -1.930  0.860
C: -1.346 3.693 -1.065  -0.570
C: -1.515 3.615 0.431  -0.654
Cl: -3.118 4.269 0.777  0.688
H: -1.234 4.708 -1.445  0.122
H: -0.407 3.193 -1.303  -0.003
H: -0.795 4.144 1.056  0.105
H: -1.455 2.545 0.633  0.073

Entry 5:
Below is the molecule C4H9N at a distorted geometry, with properties calculated with wB97M-V/def2-TZVPD.

The calculation puts the orbital gap at 10.292 eV. The value obtained for the relative energy (zero: lowest compared OMol25 entry of this formula, charge and spin) is 106.45 kJ/mol. The molecular weight is 71.1 g mol⁻¹. As for the SMILES: C[C@H]1CN1C. The value obtained for the highest occupied orbital energy is -9.0 eV.

Each line ends with the Löwdin charge.
Cartesian coordinates (Å):
C: -1.844 0.542 -0.370  -0.060
C: -0.510 0.267 0.286  -0.360
C: -0.037 -1.097 0.647  -0.129
N: 0.522 -0.388 -0.498  -0.131
C: 1.898 0.122 -0.363  -0.093
H: -2.622 0.711 0.381  0.072
H: -1.782 1.434 -1.005  0.072
H: -2.153 -0.296 -1.004  0.078
H: -0.130 1.042 0.932  0.122
H: -0.611 -1.993 0.403  0.103
H: 0.540 -1.186 1.572  0.104
H: 1.938 0.992 0.308  0.074
H: 2.538 -0.642 0.049  0.070
H: 2.253 0.492 -1.338  0.078

Entry 6:
Below is the ion C6H16N2 with charge +1 at a distorted geometry, with properties calculated with wB97M-V/def2-TZVPD.

The calculation puts the orbital gap (alpha / beta) at 10.400 / 5.889 eV. The value obtained for the relative energy (zero: lowest compared OMol25 entry of this formula, charge and spin) is 143.29 kJ/mol. As for the charge: +1. The molecular weight is 116.2 g mol⁻¹. Its spin multiplicity is 2. The value obtained for the highest occupied orbital energy (alpha / beta) is -13.0 / -13.0 eV. The expectation value of S² is 0.755.

Each line ends with the Löwdin charge.
Cartesian coordinates (Å):
C: 1.394 2.111 2.201  -0.037
C: 0.736 0.705 2.198  -0.141
N: 0.642 0.033 0.889  -0.035
C: 1.706 0.310 -0.075  -0.011
C: -0.698 -0.083 0.247  -0.069
C: -0.765 -1.408 -0.676  -0.222
N: -2.025 -1.507 -1.358  -0.100
C: -1.998 -1.048 -2.754  -0.109
H: 2.230 2.233 2.946  0.109
H: 1.824 2.366 1.231  0.058
H: 0.653 2.865 2.486  0.088
H: 1.389 0.007 2.708  0.140
H: -0.334 0.741 2.509  0.137
H: 1.909 1.327 -0.355  0.105
H: 2.606 -0.206 0.209  0.123
H: 1.455 -0.166 -1.006  0.080
H: -0.710 0.780 -0.453  0.159
H: -1.495 -0.269 0.961  0.130
H: 0.184 -1.436 -1.206  0.090
H: -0.546 -2.176 0.093  0.132
H: -2.262 -2.492 -1.380  0.118
H: -3.031 -1.049 -3.087  0.085
H: -1.323 -1.593 -3.421  0.081
H: -1.539 -0.044 -2.907  0.087

The lowest molecular weight belongs to which entry? C4H9N